No. 1
114
Properties=species:S:1:pos:R:3 method="wB97M-V/def2-TZVPD" energy_ev=-122557.9200 homo_ev="-9.17 / -10.50" charge=+1 s_squared=2.0202 multiplicity=3
W 0.57 -0.35 0.64
S -2.30 0.25 4.37
S -4.63 -1.85 3.13
S 0.07 -3.50 1.69
P 2.77 0.09 -0.63
P -0.06 -1.68 -1.56
P -0.18 2.11 0.66
O -1.29 -0.66 1.28
N 1.64 -0.70 1.99
C -2.36 -4.09 2.08
C 6.00 0.36 1.89
C 3.12 -2.17 3.20
C -0.45 -0.72 -3.06
C -0.15 2.51 2.43
C 2.55 -0.91 3.03
C -2.08 3.22 -1.05
C -1.23 0.21 5.70
C -0.53 -1.57 4.41
C 3.18 2.50 -4.53
C 2.92 1.11 -2.13
C -2.33 -5.10 -1.24
C -5.90 -1.52 2.04
C 3.44 -1.52 -1.24
C -3.43 -1.39 1.98
C -3.81 -3.32 -1.86
C -5.43 -1.07 0.84
C 4.32 2.08 -3.84
C -4.45 3.12 -0.69
C 1.33 -2.77 -2.04
C -1.55 -3.00 1.98
C 4.26 2.09 0.60
C -1.23 0.76 -5.30
C -1.93 -1.54 2.21
C 4.34 -1.34 5.11
C 5.26 2.59 1.42
C 2.66 -2.10 -2.41
C 3.76 -0.09 4.94
C -1.67 -5.33 1.94
C -1.86 2.51 0.13
C -1.69 1.11 -4.04
C -0.01 -1.08 -4.33
C 1.92 2.23 -4.02
C 0.81 3.49 0.01
C 6.13 1.72 2.07
C -1.46 -2.86 -1.55
C -0.34 -5.16 1.73
C 5.00 -0.15 1.06
C -4.25 2.41 0.48
C -1.54 -1.11 3.62
C -1.29 0.38 -2.93
C 4.12 0.72 0.42
C 1.80 1.54 -2.82
C -0.39 -0.34 -5.44
C -2.75 -2.43 -1.86
C 2.86 0.13 3.91
C 4.18 1.39 -2.65
C -2.96 2.11 0.89
C -4.01 -1.00 0.81
C -3.37 3.53 -1.46
C -3.61 -4.66 -1.54
C -0.35 -0.82 5.60
C -1.26 -4.21 -1.24
C 4.01 -2.38 4.24
H 0.41 -5.92 1.58
H -4.44 -5.35 -1.54
H 4.91 -1.22 0.95
H -2.16 -6.29 2.00
H 0.81 1.31 -2.44
H 2.86 -2.97 2.53
H 6.90 2.12 2.71
H 0.63 -1.95 -4.48
H 0.98 -3.41 -2.85
H -5.08 2.09 1.08
H -1.24 3.56 -1.66
H 0.28 4.42 0.22
H 4.00 0.71 5.62
H 4.45 -3.36 4.38
H 5.30 2.30 -4.23
H 1.03 2.56 -4.55
H 2.39 1.10 3.77
H -0.28 -4.58 -0.99
H 1.50 -3.43 -1.18
H -2.80 1.54 1.80
H 2.50 -1.33 -3.17
H 3.29 3.05 -5.46
H 3.28 -2.86 -2.89
H 3.44 -2.22 -0.40
H -3.43 -0.65 -0.02
H 6.67 -0.33 2.38
H -6.92 -1.66 2.34
H 1.03 3.42 -1.05
H -0.03 -0.62 -6.42
H 5.04 -1.51 5.92
H -0.67 1.74 3.01
H 0.89 2.53 2.75
H 5.37 3.66 1.54
H -1.35 0.92 6.51
H 0.39 -1.04 6.35
H -0.61 3.48 2.61
H -1.64 0.67 -1.94
H -2.93 -1.40 -2.13
H -3.53 4.09 -2.37
H 5.07 1.08 -2.11
H -6.07 -0.78 0.02
H -2.15 -6.14 -1.00
H 3.62 2.78 0.06
H -4.81 -2.97 -2.10
H -5.46 3.36 -1.01
H 1.75 3.51 0.56
H -2.35 1.96 -3.91
H -1.52 1.33 -6.17
H 0.09 -2.43 4.16
H -3.42 -4.02 2.26
H 4.47 -1.34 -1.52

No. 2
117
Properties=species:S:1:pos:R:3 method="wB97M-V/def2-TZVPD" energy_ev=-209574.2311 de_lowest_kcal_mol=162.0 homo_ev=-6.75
Pb 0.11 -0.51 -0.67
As -2.04 1.52 2.34
As 1.91 2.10 1.57
Si 0.00 -2.08 -2.71
Si 0.17 1.66 -2.14
O 3.27 -2.81 1.27
O -2.93 -2.96 0.42
N 2.66 -0.62 -1.43
N -1.38 -1.28 0.87
N 1.36 -1.58 0.87
N -2.70 -0.03 -1.32
C -2.72 3.99 3.90
C 3.11 3.35 3.94
C -5.22 -1.17 -2.14
C -3.85 2.52 5.97
C 1.70 2.71 -1.94
C 0.71 -1.71 2.17
C 0.19 -0.28 -6.42
C -2.79 2.60 3.79
C 3.03 -1.47 4.59
C 1.08 -0.48 3.16
C 1.29 -2.70 3.28
C 4.84 5.00 2.52
C -1.31 2.80 -2.14
C -3.58 1.46 1.13
C -1.51 -2.62 2.85
C 0.28 1.09 -6.19
C -5.93 1.13 -0.52
C 3.14 3.28 2.55
C 4.62 -1.81 -0.83
C 4.62 -0.45 -2.78
C -4.41 -0.56 -2.99
C -0.98 2.91 1.45
C -4.10 0.07 0.87
C 4.80 5.07 3.90
C -5.31 2.30 -0.39
C -0.78 -1.91 1.97
C 0.12 -0.70 -4.02
C 3.30 -1.44 -0.61
C -1.56 -3.07 -2.99
C 1.58 -1.50 4.23
C -2.53 -1.81 0.33
C 3.93 4.25 4.62
C 0.12 -1.15 -5.35
C 2.14 0.49 2.68
C -3.36 1.88 4.85
C -3.77 3.91 6.07
C 2.60 -2.01 0.62
C -3.15 0.01 -2.51
C 0.33 3.14 2.20
C 5.30 -1.30 -1.92
C -0.94 -3.56 3.80
C 1.48 -3.22 -2.89
C 3.43 0.27 2.96
C 4.01 4.10 1.85
C 3.30 -0.14 -2.51
C -5.49 -0.11 0.20
C 0.20 0.70 -3.79
C 0.29 1.56 -4.89
C 3.90 -0.73 3.92
C -3.20 4.64 5.03
C 0.38 -3.69 3.92
C -4.88 -1.23 -0.70
C -4.14 2.49 0.49
C -3.45 -0.76 -0.31
H 0.83 -4.47 4.51
H 2.02 3.10 -2.91
H 2.46 2.70 4.51
H 5.51 5.64 1.96
H 0.34 1.78 -7.02
H 2.52 2.17 -1.48
H 6.33 -1.57 -2.11
H -1.42 -3.76 -3.82
H 0.21 3.05 3.28
H 4.19 0.94 2.56
H 0.36 2.63 -4.73
H -6.17 -1.60 -2.47
H 2.21 -3.16 2.95
H -0.79 2.58 0.43
H 1.27 -4.00 -3.63
H -1.71 2.89 -3.15
H -3.13 5.71 5.10
H -4.29 1.95 6.78
H -2.41 -2.44 -3.21
H 0.95 -1.53 5.11
H -4.14 4.41 6.95
H 0.69 4.16 2.02
H 4.04 4.05 0.77
H -2.52 0.49 -3.25
H -3.78 3.50 0.64
H 0.18 0.05 3.46
H 3.90 4.30 5.70
H -4.02 -0.52 1.78
H 5.44 5.77 4.43
H 0.18 -0.66 -7.44
H -1.00 3.80 -1.81
H -6.29 -0.46 0.86
H -1.57 3.82 1.38
H -4.64 -0.46 -4.05
H 2.74 0.48 -3.18
H 1.46 3.56 -1.29
H -3.40 0.80 4.78
H -5.69 3.17 -0.92
H 1.72 -3.71 -1.94
H -5.05 -2.23 -0.29
H -1.80 -3.66 -2.10
H -6.82 1.06 -1.15
H -2.10 2.46 -1.48
H 4.97 -0.79 4.13
H 5.08 -2.50 -0.13
H -1.61 -4.24 4.32
H 2.36 -2.67 -3.22
H -2.58 -2.66 2.71
H 3.35 -2.16 5.37
H 0.05 -2.21 -5.54
H 5.10 -0.03 -3.66
H -2.28 4.58 3.11

No. 3
120
Properties=species:S:1:pos:R:3 method="wB97M-V/def2-TZVPD" energy_ev=-125045.3076 de_lowest_kcal_mol=30.9 homo_ev=-9.61 charge=+1
Ir -0.50 0.15 -0.11
Cl 1.12 0.34 2.20
S -2.59 -0.31 -1.13
P 0.40 -0.06 -2.17
P -0.30 2.50 -0.35
P -0.58 -2.83 1.39
O 1.97 3.11 2.77
O 1.46 0.25 0.64
O -0.47 0.43 2.15
O 3.18 -2.16 1.98
N -0.55 -1.85 0.22
N 1.19 2.49 -2.66
N -5.03 0.59 -0.81
N -4.16 -0.49 1.03
C 1.33 -3.92 -3.08
C -1.77 4.87 -0.18
C -0.76 -6.02 -1.12
C 0.71 -2.68 -3.06
C -1.03 0.77 -6.47
C 2.63 5.20 0.71
C -0.05 2.99 -2.11
C 3.36 -3.44 2.58
C -2.97 -3.87 2.47
C 2.51 5.36 2.02
C 1.26 -1.64 -2.31
C -3.89 3.75 1.19
C -4.08 -3.87 3.30
C -0.46 -7.10 -0.30
C 1.67 3.08 -3.84
C -1.56 0.73 -4.12
C 0.23 0.26 -6.19
C 3.21 -3.51 4.03
C -4.01 -0.02 -0.20
C -3.33 -1.82 4.30
C -0.54 -4.53 0.75
C -0.20 -6.89 1.05
C 0.88 -2.87 2.50
C 2.08 -3.06 4.61
C -1.92 1.00 -5.43
C 0.90 -2.75 3.84
C 3.03 3.01 -4.17
C 1.79 4.27 -0.03
C 0.59 -0.01 -4.88
C -0.23 -5.61 1.57
C 0.90 3.47 0.57
C 3.03 -3.10 -1.59
C 1.30 4.38 -5.85
C -2.22 -1.82 3.45
C -1.78 3.50 0.07
C -2.84 2.94 0.77
C 1.57 4.52 2.78
C -0.80 -4.74 -0.60
C 3.50 3.60 -5.33
C 2.65 4.29 -6.17
C 1.73 1.22 -2.22
C -2.83 5.67 0.21
C 0.81 3.77 -4.70
C 0.85 3.45 2.06
C 2.14 -3.10 1.77
C 2.41 -1.86 -1.56
C -2.02 -2.86 2.54
C 2.49 -4.13 -2.35
C -0.30 0.22 -3.83
C -5.47 -0.60 1.66
C -6.38 0.67 -0.27
C -6.32 0.59 1.25
C -4.26 -2.85 4.23
C -3.90 5.10 0.90
H -0.20 -2.53 -3.63
H 1.91 4.26 -1.11
H -5.11 -2.87 4.90
H -0.25 3.82 -4.49
H 2.49 0.89 -2.94
H -3.38 -1.01 1.42
H 4.01 -3.93 4.62
H -5.33 -0.66 2.73
H -2.27 0.91 -3.32
H 4.14 -4.04 2.11
H -0.43 -8.10 -0.71
H -3.46 -1.02 5.01
H -0.96 2.62 -2.60
H -0.96 -6.18 -2.17
H -2.91 1.39 -5.65
H 0.91 -4.72 -3.67
H -7.33 0.49 1.66
H 2.20 1.28 -1.23
H -4.85 0.86 -1.76
H 0.62 4.90 -6.50
H 2.82 -1.07 -0.94
H -1.51 -1.01 3.51
H -5.88 1.50 1.65
H -1.31 0.98 -7.49
H -2.81 6.73 0.01
H 2.07 -3.45 0.75
H -2.85 -4.68 1.76
H -6.99 -0.14 -0.68
H -4.70 3.33 1.77
H 3.06 6.14 2.54
H 0.94 0.08 -6.98
H 3.03 4.77 -7.07
H -2.82 1.89 1.02
H 4.56 3.53 -5.56
H 0.00 -2.54 4.38
H -1.02 -3.88 -1.21
H -4.72 5.73 1.23
H 1.57 -0.42 -4.68
H 2.00 -3.05 5.69
H -0.14 3.19 2.44
H -5.94 -1.54 1.33
H 2.98 -5.09 -2.37
H -0.92 5.33 -0.66
H 3.93 -3.25 -1.01
H 0.04 -7.73 1.69
H -0.05 4.08 -2.22
H -4.80 -4.67 3.23
H -0.03 -5.45 2.63
H 1.41 4.67 3.83
H 3.34 5.79 0.15
H -6.81 1.62 -0.59
H 3.72 2.50 -3.51

No. 4
128
Properties=species:S:1:pos:R:3 method="wB97M-V/def2-TZVPD" energy_ev=-228602.8495 de_lowest_kcal_mol=16.8 homo_ev=-12.46 charge=+2
Se 2.14 -1.76 -0.31
V -0.44 -1.70 -0.15
Cl -2.08 -6.86 1.15
Cl 1.82 -6.57 -2.55
Cl -2.09 -3.82 1.36
Cl 1.58 -3.54 -2.57
Cl 0.01 -8.28 -0.66
O 0.04 -1.91 1.39
O -0.07 0.01 -0.24
O -4.39 1.79 -3.70
N -4.50 -1.16 0.12
N 0.39 -0.62 -4.31
N -4.55 -2.18 -0.73
N -0.47 -1.40 -2.42
N -5.31 3.77 -3.78
N -4.58 3.62 -4.87
N -0.68 -1.36 -4.59
N -2.44 -1.58 -0.44
C -1.60 2.24 -0.43
C 4.65 3.88 1.10
C 2.29 -1.90 1.61
C 2.22 0.18 -0.29
C 0.51 -0.66 -3.02
C 0.95 0.81 -0.28
C -0.35 3.96 0.85
C 3.42 2.24 -0.28
C -5.98 0.79 0.03
C -0.12 -6.58 -0.68
C 6.01 -1.83 3.60
C 3.48 -1.87 3.67
C 3.49 -1.91 2.27
C -5.77 2.36 -1.78
C -5.70 -0.56 0.65
C 4.69 3.05 -0.20
C -3.31 -2.43 -1.04
C -3.23 -0.80 0.30
C -4.03 2.44 -4.83
C -6.55 3.28 -1.09
C -1.02 -5.93 0.17
C -7.04 2.95 0.15
C -1.19 -1.83 -3.45
C -1.17 -1.42 -5.94
C -2.65 0.54 -5.49
C 1.02 -1.86 2.25
C 4.76 -1.85 4.48
C 4.77 3.98 -1.42
C -1.70 -0.05 -6.31
C 0.70 -5.80 -1.51
C -0.25 -3.72 -0.59
C -0.24 -1.60 4.51
C -2.61 2.53 -6.85
C 2.18 2.87 -0.31
C -0.31 3.07 -0.40
C -1.20 0.65 -7.39
C -1.67 1.93 -7.67
C 4.78 -0.59 5.35
C -0.27 3.94 -1.67
C -5.50 1.11 -1.22
C 5.94 2.18 -0.17
C 0.59 -4.41 -1.47
C -6.75 1.72 0.72
C 1.01 -1.76 3.66
C 0.95 2.22 -0.34
C -1.50 -1.32 3.68
C -3.10 1.83 -5.75
C -0.05 -0.41 5.47
C -0.44 -2.89 5.32
C -5.20 2.68 -3.07
C -1.03 -4.54 0.22
C 2.24 -1.80 4.30
C 4.81 -3.11 5.36
C 3.42 0.85 -0.30
H 2.24 -1.76 5.38
H 6.82 2.82 -0.11
H -2.30 -1.01 4.35
H -0.34 -1.69 -6.60
H -1.62 1.54 -1.26
H -3.03 -3.26 -1.66
H -1.17 4.55 -1.72
H -2.46 2.91 -0.53
H -1.96 -2.18 -6.00
H -6.75 4.24 -1.55
H 0.59 4.60 -1.67
H -0.51 -3.75 4.66
H -5.61 -0.48 1.73
H 3.98 -0.59 6.09
H -2.90 -0.01 0.94
H -7.65 3.65 0.69
H 0.48 4.65 0.87
H -1.32 -0.50 2.97
H -0.92 -0.32 6.10
H 1.30 -0.15 -2.51
H 6.04 -0.95 2.97
H 3.95 4.69 -1.45
H 5.95 1.52 0.70
H -1.71 1.70 0.51
H 4.68 0.30 4.73
H 4.77 -4.01 4.75
H 4.76 3.39 -2.34
H 5.70 4.54 -1.39
H -1.82 -2.21 3.15
H 3.82 4.59 1.10
H 6.03 1.58 -1.08
H -1.28 2.47 -8.52
H 0.39 -3.05 6.00
H -1.27 4.54 0.86
H -7.14 1.47 1.70
H 2.16 3.95 -0.34
H 0.08 0.51 4.91
H -2.97 3.52 -7.04
H -3.04 0.00 -4.64
H -0.31 3.35 1.75
H 0.82 -0.54 6.11
H 6.89 -1.80 4.24
H -1.35 -2.82 5.90
H -2.06 -2.45 -3.41
H -6.52 -1.25 0.41
H -0.46 0.20 -8.03
H -4.92 0.40 -1.79
H 5.72 -0.53 5.88
H 4.54 3.23 1.96
H 4.40 -1.94 1.70
H 5.57 4.44 1.21
H -0.22 3.31 -2.56
H 4.34 0.28 -0.32
H 5.75 -3.11 5.91
H 6.09 -2.72 2.98
H 4.00 -3.13 6.08